Formula: C4H11N2O
Source: OMol25
Level of theory: wB97M-V/def2-TZVPD

```
! RIJCOSX wB97M-V def2-TZVPD def2/J DEFGRID3
* xyz -1 1
C -2.24131 0.26750 0.51445
O -2.74572 -0.40725 -0.51487
C -0.62239 0.05770 0.70627
C 0.02149 -0.03988 -0.70253
C 1.52217 -0.18422 -0.77934
N 2.40416 0.95783 -0.25553
N -0.34392 -1.20223 1.29710
H -2.61994 0.25332 1.60902
H -2.35758 1.41868 0.52422
H -0.17379 0.90475 1.24014
H -0.56730 -0.84539 -1.12343
H -0.19357 0.90915 -1.26148
H 1.96518 -1.01629 -0.33151
H 1.79597 -0.24414 -1.84299
H 3.42972 0.80902 -0.42168
H 2.07485 1.72198 -0.78867
H -1.21606 -1.62249 1.67247
H -0.13196 -1.73806 0.45835
*
```

For the frontier orbital gap, the calculation gives 6.36 eV. As for the HOMO energy: -0.093 Eh. For the LUMO energy, the calculation gives 0.1410 Eh. Its SMILES is NCC[C@H](N)C[O-]. The value obtained for the energy above the lowest of the compared OMol25 structures with the same formula, charge and spin is 44.5 kcal/mol.

And the Löwdin charges, in e, turn out to be:
1 C -0.534
2 O -0.330
3 C -0.430
4 C -0.205
5 C -0.282
6 N -0.028
7 N 0.000
8 H 0.070
9 H 0.063
10 H 0.104
11 H 0.095
12 H 0.123
13 H 0.068
14 H 0.090
15 H 0.063
16 H 0.016
17 H 0.074
18 H 0.044